No. 1
DFT (the ωB97M-V functional and the def2-TZVPD basis) results for a molecular structure, C29H32N10OPbS3.

```
76
Properties=species:S:1:pos:R:3:lowdin_charge:R:1
Pb 0.2195 0.0676 0.4272 1.0314
C 4.2172 2.5518 -3.4866 -0.0061
C 3.9930 2.6193 -2.0298 -0.3907
N 4.9106 2.6813 -1.1155 0.1089
N 4.2490 2.7031 0.0636 0.0248
C 2.9128 2.6376 -0.1045 -0.8600
S 1.7206 2.6876 1.0530 0.5327
N 2.7471 2.5910 -1.4621 -0.1479
N 1.5424 2.5677 -2.1397 0.1282
H 5.2364 2.8479 -3.7145 0.0838
H 3.5195 3.2099 -3.9970 0.0802
H 4.0457 1.5318 -3.8284 0.0766
H 4.7445 2.7187 0.9389 0.1519
H 1.2732 1.6075 -2.3700 0.0479
H 0.8244 2.9105 -1.4999 0.0561
O -0.3926 0.1866 -2.0274 -0.3313
N -1.2702 -0.6656 -2.4717 -0.2188
C -2.0018 -0.3093 -3.5405 -0.0264
C -2.9010 -1.1548 -4.1380 -0.0615
C -3.0610 -2.4389 -3.6187 -0.0719
C -2.3236 -2.7930 -2.5158 -0.1008
C -1.4404 -1.8940 -1.8996 -0.6789
S -0.5911 -2.3513 -0.4910 0.5745
H -1.8230 0.6944 -3.8936 0.1351
H -3.4511 -0.8176 -5.0006 0.1039
H -3.7521 -3.1368 -4.0661 0.1068
H -2.4118 -3.7738 -2.0762 0.1004
N -7.8564 3.0326 6.5685 0.1609
C -6.9437 2.7229 5.9471 -0.1964
C -5.8439 2.3216 5.1582 -0.2369
C -6.0078 1.2899 4.2336 -0.0090
C -4.9409 0.9001 3.4535 -0.0101
C -3.7011 1.5245 3.5744 -0.2073
C -3.5409 2.5470 4.5033 -0.0006
C -4.6055 2.9481 5.2879 -0.0107
C -2.6008 1.0811 2.6769 -0.0421
C -1.9195 -0.0718 3.0684 -0.2601
C -2.2494 -0.8664 4.2044 -0.0177
C -1.4229 -1.9603 4.1811 -0.0700
C -0.6022 -1.7988 3.0508 -0.1791
N -0.8844 -0.6847 2.3941 -0.1164
C -2.4997 1.7884 1.4775 -0.2565
C -3.3438 2.8702 1.0916 -0.0121
C -3.0121 3.1924 -0.2007 -0.0648
C -1.9855 2.3080 -0.5673 -0.1702
N -1.6730 1.4798 0.4184 -0.0719
H -6.9698 0.8109 4.1286 0.1215
H -5.0585 0.1084 2.7284 0.1329
H -2.5832 3.0369 4.6001 0.1286
H -4.4874 3.7510 5.9984 0.1200
H -3.0220 -0.6383 4.9115 0.1073
H -1.3963 -2.7860 4.8657 0.0916
H 0.1656 -2.4669 2.7017 0.1020
H -4.1046 3.3234 1.6979 0.1094
H -3.4454 3.9481 -0.8273 0.0924
H -1.4956 2.2280 -1.5196 0.0868
C 5.6990 -3.0787 -1.3112 -0.0563
N 4.5918 -2.3735 -0.6959 -0.2333
C 4.9828 -1.6067 0.4633 -0.1141
C 3.5211 -1.9480 -1.4218 -0.7233
S 2.9600 -0.3881 -1.2189 0.7055
N 2.9589 -2.8058 -2.2907 -0.2027
C 1.9816 -2.3638 -3.2509 -0.0848
C 3.0428 -4.2417 -2.1504 -0.0493
H 6.5497 -2.3942 -1.4208 0.0966
H 5.4286 -3.4534 -2.2948 0.0802
H 6.0111 -3.9096 -0.6736 0.0936
H 5.5585 -2.2576 1.1208 0.0893
H 4.0881 -1.2758 0.9858 0.0644
H 5.5846 -0.7308 0.1942 0.0858
H 1.9973 -1.2781 -3.3140 0.0409
H 0.9808 -2.6870 -2.9581 0.0657
H 2.2223 -2.7918 -4.2261 0.0946
H 3.5480 -4.5022 -1.2244 0.0892
H 3.5626 -4.6956 -3.0013 0.0938
H 2.0248 -4.6367 -2.1136 0.0935
```

Values from the calculation:
- Relative energy (zero: lowest compared OMol25 entry of this formula, charge and spin): 6.1 kcal/mol
- Lowest unoccupied orbital energy: -0.516 eV
- Strongest force on any atom: 1.0 eV/A
- E_HOMO: -0.26052 Ha
- Energy: -3134.4572 a.u.
- Orbital gap: 6.6 eV
- 2S+1: 1



No. 2
DFT (the ωB97M-V functional and the def2-TZVPD basis) results for a molecular structure, C29H32NO6PdTe in a non-equilibrium geometry.

```
70
Properties=species:S:1:pos:R:3:lowdin_charge:R:1
Pd 0.1525 -0.4433 -3.0918 1.0083
O -4.3603 -0.5964 -3.8823 0.1891
C -3.1477 -0.7193 -3.3886 -0.4828
O -2.1989 -0.0301 -3.6780 0.0788
C -3.0844 -1.8169 -2.3470 -0.0338
O -1.7269 -2.1991 -2.1185 -0.1177
C -1.3538 -3.3964 -2.6333 -0.0092
C -0.8418 -3.1316 -4.3479 -0.5133
O -1.3892 -3.9999 -4.9536 0.2512
O -0.0868 -2.1854 -4.4439 0.0355
H -4.3935 0.1466 -4.5097 0.1653
H -3.4696 -1.4069 -1.4116 0.1462
H -3.6995 -2.6693 -2.6356 0.1579
H -0.3894 -3.7033 -2.2308 0.1377
H -2.1190 -4.1662 -2.6403 0.1403
C -1.9521 2.4432 6.0542 -0.0215
C -1.3543 2.0965 4.7214 -0.2302
C -0.3228 1.1721 4.6187 0.0204
C 0.2561 0.8237 3.4013 -0.2803
C 1.3827 -0.1772 3.3808 -0.0371
C -0.2663 1.4467 2.2708 -0.3670
Te 0.6212 0.9680 0.3765 1.9009
N 1.0203 0.7033 -1.8491 -0.2451
C 1.6440 1.4987 -2.8121 -0.4853
O 1.3801 1.0170 -3.9477 -0.0038
C 2.5480 2.6181 -2.6443 -0.1606
C 3.3266 2.9630 -3.7560 0.0142
C 4.2259 4.0078 -3.6684 -0.0312
C 4.3486 4.7174 -2.4804 -0.0266
C 3.5694 4.3890 -1.3768 -0.0465
C 2.6732 3.3418 -1.4545 -0.0402
C 0.3755 -1.0800 0.4630 -0.4038
C -0.8676 -1.6225 0.8552 -0.2917
C -2.0917 -0.8133 1.1891 -0.0447
C -0.9709 -3.0044 0.9509 -0.0030
C 0.1005 -3.8461 0.6760 -0.2435
C -0.0244 -5.3339 0.8178 -0.0182
C 1.3097 -3.2772 0.2882 0.0023
C 1.4849 -1.9049 0.1837 -0.3001
C 2.8655 -1.4057 -0.1495 -0.0575
C -1.2658 2.4064 2.3218 -0.3152
C -1.7969 3.0947 1.0977 -0.0526
C -1.8135 2.7085 3.5638 0.0145
H -1.4224 1.9564 6.8698 0.0853
H -2.9980 2.1367 6.0968 0.0964
H -1.9224 3.5203 6.2183 0.0959
H 0.0610 0.7110 5.5207 0.1324
H 1.7462 -0.3433 4.3925 0.0951
H 2.2352 0.1701 2.7907 0.0779
H 1.0623 -1.1401 2.9829 0.0804
H 3.2228 2.4041 -4.6755 0.1296
H 4.8319 4.2718 -4.5237 0.1222
H 5.0530 5.5356 -2.4141 0.1226
H 3.6593 4.9577 -0.4618 0.1178
H 2.0555 3.1184 -0.5980 0.0379
H -2.1737 0.1080 0.6096 0.0604
H -2.1035 -0.5357 2.2439 0.0997
H -2.9883 -1.4018 0.9951 0.0886
H -1.9161 -3.4376 1.2575 0.1338
H -1.0525 -5.6370 1.0049 0.0868
H 0.5865 -5.6826 1.6521 0.1025
H 0.3362 -5.8475 -0.0746 0.0930
H 2.1596 -3.9240 0.0999 0.1403
H 3.6038 -2.0135 0.3719 0.0991
H 3.0363 -0.3684 0.1362 0.0391
H 3.0663 -1.4885 -1.2186 0.0921
H -1.1639 2.9450 0.2112 0.0329
H -1.8672 4.1695 1.2600 0.1010
H -2.7976 2.7385 0.8451 0.0978
H -2.6074 3.4435 3.6281 0.1392
```

Values from the calculation:
- Relative energy (zero: lowest compared OMol25 entry of this formula, charge and spin): 25.0 kcal/mol
- Lowest unoccupied orbital energy (alpha / beta): -9.058 / -9.056 eV
- Net charge: +2
- Strongest force on any atom: 2.6 eV/A
- E_HOMO (alpha / beta): -0.52286 / -0.52288 Ha
- Energy: -2025.6369 a.u.
- Orbital gap (alpha / beta): 5.2 / 5.2 eV
- 2S+1: 2